Record 1
Molecular formula: C39H35BIrN6O2PS2
Method: DFT, ωB97M-V with the def2-TZVPD basis set

The net charge is +1. Its total energy is -88512.222 eV. As for the max |F|: 3.05 eV Å⁻¹. The value obtained for the lowest unoccupied orbital energy (spin up / spin down) is -3.372 / -4.994 eV. The value obtained for the energy above the lowest of the compared OMol25 structures with the same formula, charge and spin is 0.7140 eV. As for the spin multiplicity: 6.

```
87
Properties=species:S:1:pos:R:3:mulliken_spin:R:1
Ir -0.18 0.20 0.32 1.258
C -5.61 2.27 -5.14 0.000
C -4.40 1.60 -4.58 0.002
C -4.01 0.33 -5.00 0.001
C -2.88 -0.28 -4.48 -0.003
C -2.14 0.39 -3.53 0.021
C -2.49 1.66 -3.11 -0.008
C -3.62 2.25 -3.63 -0.002
S -0.59 -0.25 -2.91 -0.009
O -0.14 -1.37 -3.69 0.009
O 0.30 0.88 -2.84 0.025
N -0.82 -0.75 -1.32 0.191
C -1.50 -1.89 -1.05 0.230
C -2.08 -2.75 -2.00 0.195
C -2.70 -3.92 -1.61 -0.004
C -2.77 -4.29 -0.27 0.310
C -2.22 -3.46 0.72 -0.086
C -2.24 -3.77 2.10 0.429
C -1.70 -2.87 3.00 -0.046
C -1.13 -1.69 2.54 0.241
N -1.07 -1.38 1.23 0.306
C -1.61 -2.25 0.33 0.180
H -6.22 1.57 -5.71 0.000
H -5.31 3.08 -5.81 0.000
H -6.21 2.70 -4.35 0.000
H -4.59 -0.18 -5.76 0.000
H -2.56 -1.25 -4.84 0.000
H -1.86 2.16 -2.39 0.001
H -3.90 3.25 -3.31 0.000
H -2.00 -2.50 -3.05 0.051
H -3.13 -4.57 -2.36 0.007
H -3.24 -5.21 0.02 0.000
H -2.67 -4.70 2.43 0.019
H -1.70 -3.07 4.06 -0.003
H -0.71 -0.98 3.23 0.062
S -2.50 1.51 0.30 0.309
C -2.12 2.53 1.64 0.018
N -1.23 3.56 1.40 0.023
C -0.93 4.44 2.42 0.004
C -1.52 4.27 3.64 0.019
C -2.38 3.17 3.81 -0.002
N -2.68 2.35 2.79 0.017
H -0.74 3.60 0.52 0.000
H -0.25 5.24 2.18 0.002
H -1.32 4.95 4.45 0.001
H -2.86 2.94 4.75 0.000
B 1.35 2.01 4.26 -0.003
C 0.78 1.40 3.00 -0.012
N 0.39 0.93 2.01 0.080
H 0.49 2.02 5.09 0.003
H 2.21 1.29 4.67 0.003
H 1.80 3.07 3.97 0.000
N 1.04 1.35 -0.54 1.071
P 2.50 1.64 -1.05 -0.066
C 2.81 3.38 -0.62 0.038
C 4.02 3.84 -0.11 -0.005
C 4.16 5.18 0.18 0.001
C 3.10 6.06 -0.02 0.005
C 1.90 5.59 -0.53 0.000
C 1.75 4.25 -0.83 0.015
C 3.80 0.60 -0.28 0.014
C 5.02 0.44 -0.93 0.004
C 6.01 -0.33 -0.35 0.003
C 5.79 -0.95 0.87 0.000
C 4.57 -0.79 1.52 0.006
C 3.57 -0.02 0.94 -0.022
C 2.87 1.47 -2.83 0.055
C 2.99 0.18 -3.35 -0.006
C 3.37 0.02 -4.67 0.002
C 3.63 1.12 -5.46 0.000
C 3.48 2.40 -4.94 0.002
C 3.09 2.58 -3.62 -0.009
H 4.84 3.15 0.05 0.001
H 5.09 5.55 0.58 0.000
H 3.22 7.11 0.21 0.000
H 1.08 6.27 -0.69 0.000
H 0.83 3.85 -1.24 -0.011
H 5.20 0.92 -1.88 0.001
H 6.96 -0.47 -0.85 0.000
H 6.56 -1.55 1.32 0.000
H 4.40 -1.27 2.47 0.000
H 2.62 0.10 1.43 0.054
H 2.78 -0.67 -2.72 0.001
H 3.47 -0.98 -5.07 0.000
H 3.94 0.99 -6.48 0.000
H 3.67 3.26 -5.56 0.000
H 2.98 3.57 -3.21 0.003
```


Record 2
Molecular formula: C3H6N2O
Method: DFT, ωB97M-V with the def2-TZVPD basis set

The net charge is 0. Its total energy is -8235.130 eV. As for the max |F|: 1.73 eV Å⁻¹. Its SMILES is c1c[nH]cn1.O. The value obtained for the lowest unoccupied orbital energy is 0.968 eV. The value obtained for the energy above the lowest of the compared OMol25 structures with the same formula, charge and spin is 1.5687 eV.

```
12
Properties=species:S:1:pos:R:3:lowdin_charge:R:1
C -0.02 -2.49 1.27 -0.165
C -0.30 -3.07 0.06 -0.133
N 0.63 -2.57 -0.82 0.034
C 1.27 -1.54 -0.17 -0.220
N 0.97 -1.54 1.09 0.037
H -0.81 -2.33 1.99 0.092
H -1.18 -3.59 -0.29 0.104
H 0.64 -2.72 -1.81 0.137
H 1.76 -0.77 -0.74 0.113
H -1.25 6.73 0.53 0.030
H -1.01 7.29 -0.86 0.036
O -0.70 6.60 -0.25 -0.066
```


Record 3
Molecular formula: C14H39BrIN5O12P2
Method: DFT, ωB97M-V with the def2-TZVPD basis set

The net charge is 0. Its total energy is -143883.601 eV. As for the max |F|: 8.13 eV Å⁻¹. Its SMILES is CC[C@@H](I)[C@@]1([PH2]=N)C(=O)N[C@@](CC(=O)Br)(CC(=O)N(C)C)[C@@]1(N=C=O)[PH2]=N.O.O.O.O.O.O.O.O. The value obtained for the lowest unoccupied orbital energy is -0.589 eV.

```
74
Properties=species:S:1:pos:R:3:lowdin_charge:R:1
C 2.67 1.87 2.05 -0.210
C 1.21 1.20 1.83 -0.277
C 0.52 1.52 0.42 -0.592
I 1.55 3.24 -0.53 1.061
C 0.33 0.27 -0.58 -0.389
P 1.82 0.18 -1.81 0.751
N 3.25 0.22 -1.02 -0.293
C 0.31 -1.25 -0.02 -0.333
O 1.21 -1.92 0.57 0.014
N -0.98 -1.92 -0.26 0.091
C -2.00 -0.79 -0.37 -0.324
C -3.23 -1.60 -1.08 -0.065
C -4.40 -0.64 -1.61 -0.672
O -4.82 -0.81 -2.81 -0.054
Br -5.25 0.85 -0.60 0.729
C -2.30 -0.30 1.16 -0.019
C -2.98 -1.46 2.07 -0.323
O -4.24 -1.59 2.23 0.035
N -2.06 -2.40 2.77 -0.220
C -1.99 -2.14 4.25 -0.089
C -2.41 -3.84 2.53 -0.094
C -1.14 0.23 -1.33 -0.401
N -0.80 -0.69 -2.50 0.071
C -1.44 -0.33 -3.59 -0.204
O -1.89 0.06 -4.70 0.108
P -1.95 1.86 -1.84 0.758
N -1.07 2.79 -2.82 -0.305
H 2.62 3.00 2.31 0.061
H 3.43 1.62 1.23 0.016
H 3.09 1.37 3.02 0.091
H 1.31 0.09 2.11 0.110
H 0.53 1.67 2.66 0.075
H -0.55 1.93 0.65 0.057
H 1.74 1.22 -2.80 -0.009
H 1.78 -1.11 -2.47 0.026
H 3.71 -0.69 -1.23 -0.004
H -1.24 -2.70 0.36 0.118
H -2.86 -2.19 -2.01 0.140
H -3.72 -2.38 -0.39 0.131
H -3.04 0.60 1.20 0.095
H -1.36 0.03 1.73 0.121
H -2.95 -2.55 4.73 0.100
H -1.12 -2.79 4.66 0.107
H -1.73 -1.06 4.53 0.102
H -3.31 -3.95 1.80 0.101
H -2.55 -4.43 3.51 0.102
H -1.51 -4.30 1.96 0.080
H -2.23 2.61 -0.64 0.026
H -3.21 1.64 -2.55 0.004
H -0.19 2.27 -3.01 -0.080
O 1.41 -4.46 2.61 -0.060
H 1.30 -3.96 1.79 0.000
H 1.28 -5.38 2.35 0.048
O 5.81 2.03 -2.66 -0.074
H 5.03 1.63 -2.26 -0.010
H 5.74 1.79 -3.60 0.026
O -4.69 3.71 -2.67 -0.101
H -5.62 3.63 -2.93 0.041
H -4.22 3.85 -3.50 0.042
O 2.61 -1.31 -4.80 -0.078
H 1.69 -1.39 -5.06 0.032
H 3.08 -1.17 -5.63 0.045
O 5.73 0.90 1.49 -0.071
H 6.23 0.10 1.69 0.039
H 5.20 0.65 0.71 0.000
O -0.59 2.92 3.70 -0.064
H 0.06 3.35 4.28 0.057
H -1.10 3.65 3.33 0.053
O 3.98 -3.38 1.47 -0.067
H 3.84 -4.06 2.14 0.023
H 3.11 -3.28 1.05 -0.012
O 2.16 6.12 -2.34 -0.096
H 1.81 5.41 -1.79 -0.135
H 1.57 6.14 -3.10 0.038
```


Record 4
Molecular formula: C4H8N3OS
Method: DFT, ωB97M-V with the def2-TZVPD basis set

The net charge is +1. Its total energy is -21622.873 eV. As for the max |F|: 2.42 eV Å⁻¹. The value obtained for the lowest unoccupied orbital energy is -4.252 eV. The value obtained for the energy above the lowest of the compared OMol25 structures with the same formula, charge and spin is 1.8849 eV.

```
17
Properties=species:S:1:pos:R:3:lowdin_charge:R:1
C 0.44 1.26 0.98 -0.003
C 0.97 -0.60 -0.70 -0.481
C 1.38 0.67 -0.03 -0.076
C -1.84 0.26 0.98 -0.745
N -0.80 0.98 1.20 0.132
N -0.15 -1.19 -0.36 0.131
N 1.88 -1.18 -1.50 0.136
O -2.15 -0.55 1.97 0.103
S -3.07 0.54 -0.27 0.916
H 0.79 2.19 1.49 0.154
H 1.59 1.54 -0.72 0.159
H 2.24 0.38 0.64 0.161
H -0.17 -2.11 -0.77 0.065
H 2.64 -0.76 -2.04 0.127
H 1.75 -2.14 -1.80 0.120
H -3.06 -0.89 1.89 0.135
H -2.43 1.60 -0.95 -0.033
```